{
  "formula": "C5H9NO2Si",
  "method": "wB97M-V/def2-TZVPD",
  "symbols": ["H", "N", "C", "Si", "C", "O", "O", "H", "H", "H", "H", "C", "C", "C", "H", "H", "H", "H"],
  "coordinates": [[-0.786, -2.305, -1.891], [-1.085, -1.241, -1.902], [-0.289, -0.450, -1.286], [1.479, -0.649, -0.682], [-0.650, 1.075, -1.532], [0.179, 1.894, -1.290], [-1.750, 1.363, -2.144], [2.363, 0.435, -0.019], [2.251, -0.773, -2.092], [1.563, -1.729, 0.399], [-2.175, 0.623, -2.647], [-0.408, 1.557, 2.011], [-1.046, 0.548, 1.536], [-1.627, -0.450, 0.845], [-0.435, 1.866, 3.122], [0.365, 2.034, 1.477], [-2.555, -0.334, 0.234], [-1.380, -1.488, 1.026]],
  "mulliken_charge": [0.284, -0.700, 0.475, 0.353, 0.410, -0.530, -0.496, -0.086, -0.081, -0.083, 0.367, -0.644, 0.393, -0.768, 0.224, 0.273, 0.290, 0.318],
  "max_force_ha_per_bohr": 0.062,
  "e_homo_ha": -0.3544,
  "relative_energy_kcal_mol": 111.4,
  "lumo_ev": 0.09,
  "smiles": "[H]/N=C(\\[SiH3])C(=O)O.C=C=C",
  "energy_ev": -18789.61635,
  "homo_lumo_gap_ev": 9.74,
  "charge": 0
}